DFT (ωB97M-V with the def2-TZVPD basis set) results for an isolated molecule of C18H23N3O6S at a distorted geometry.

Largest force on an atom, hartree/bohr: 0.0201
Spin multiplicity: 1
SMILES: CCOC(=O)c1c(C)[nH]c(C)c1S(=O)(=O)N1CCN(C(=O)c2ccco2)CC1
HOMO level, eV: -8.30
Lowest unoccupied orbital energy, Eh: 0.0242

Each line ends with the Löwdin charge.
Cartesian coordinates (Å):
C: -2.46172 -3.09770 0.28098  -0.0519
C: -1.21108 -3.01982 1.14687  -0.2006
O: -0.55351 -1.76119 1.01051  -0.0505
C: -0.93232 -0.79180 1.85611  -0.4316
O: -1.87701 -0.90209 2.60543  0.1095
C: -0.12687 0.41869 1.71985  -0.0651
C: -0.59851 1.68741 2.01109  -0.2328
C: -1.89536 2.13910 2.57168  -0.0034
N: 0.38805 2.56553 1.70845  0.1585
C: 1.49896 1.91897 1.26087  -0.2743
C: 2.71342 2.68240 0.88482  -0.0096
C: 1.21344 0.57397 1.24240  -0.1568
S: 2.44835 -0.68401 1.00905  0.7085
O: 2.05280 -1.89630 1.65776  -0.2588
O: 3.70212 -0.09302 1.38947  -0.2861
N: 2.62673 -1.05047 -0.61030  -0.2328
C: 1.71974 -1.96250 -1.23956  -0.1464
C: 0.50357 -1.23830 -1.86977  -0.1186
N: 0.77576 0.17442 -1.99326  -0.0346
C: -0.04318 1.17392 -1.58293  -0.3827
O: 0.33937 2.32937 -1.48466  0.0766
C: -1.45917 0.81439 -1.34326  -0.1789
C: -2.31779 -0.05012 -1.97811  -0.0114
C: -3.58540 0.14707 -1.39118  -0.0440
C: -3.40954 1.11787 -0.45125  -0.0962
O: -2.14135 1.53330 -0.42953  0.0507
C: 2.10928 0.49040 -2.45706  -0.0913
C: 3.17680 -0.04325 -1.47914  -0.1449
H: -2.92843 -4.07044 0.40708  0.0782
H: -2.21426 -2.95798 -0.76897  0.0665
H: -3.16750 -2.32710 0.58225  0.0741
H: -0.47086 -3.76534 0.84940  0.1248
H: -1.47631 -3.16332 2.19868  0.1264
H: -2.56226 1.28862 2.67042  0.0736
H: -1.74252 2.57037 3.56121  0.0911
H: -2.34684 2.89641 1.93255  0.0823
H: 0.29923 3.56825 1.76035  0.1782
H: 3.59204 2.05790 1.01931  0.0642
H: 2.80589 3.56852 1.51044  0.0864
H: 2.64108 3.00536 -0.15437  0.0834
H: 2.27326 -2.51992 -2.00363  0.1298
H: 1.39148 -2.65088 -0.46289  0.1030
H: -0.36295 -1.36900 -1.22648  0.0848
H: 0.29166 -1.66387 -2.85951  0.1273
H: -2.08690 -0.71857 -2.78177  0.1159
H: -4.49470 -0.36214 -1.63556  0.1061
H: -4.09194 1.57256 0.23904  0.1274
H: 2.17567 1.57376 -2.56142  0.1224
H: 2.23677 0.02665 -3.44174  0.1281
H: 4.01209 -0.47650 -2.04331  0.1288
H: 3.57069 0.74039 -0.83645  0.0968


DFT (ωB97M-V with the def2-TZVPD basis set) results for an isolated molecule of C18H23N3S at a distorted geometry.

Largest force on an atom, hartree/bohr: 0.0961
Spin multiplicity: 1
SMILES: CC(C)(C)NCc1cccn1-c1sc2c(c1C#N)CCCC2
HOMO level, eV: -8.27
Lowest unoccupied orbital energy, Eh: 0.0077

Each line ends with the Löwdin charge.
Cartesian coordinates (Å):
C: -1.56723 -1.30945 2.95930  -0.0837
C: -1.57145 -2.32001 1.73986  -0.6278
C: -3.01712 -2.81104 1.81402  -0.0357
C: -0.49908 -3.38192 1.94635  -0.0541
N: -1.10066 -1.60886 0.54441  -0.0127
C: -1.35509 -2.05230 -0.83764  -0.1865
C: -0.09963 -2.09448 -1.64859  -0.2019
C: 0.26237 -3.18627 -2.36048  0.0042
C: 1.67528 -2.90338 -2.81225  -0.0654
C: 2.05052 -1.68986 -2.38842  -0.1038
N: 1.03661 -1.12439 -1.61638  -0.0535
C: 0.98932 0.23731 -1.34442  -0.3981
S: -0.45865 1.11198 -1.99408  1.1125
C: 0.05063 2.58783 -1.21097  -0.5064
C: 1.28665 2.44494 -0.69764  -0.2170
C: 1.83209 1.07884 -0.60356  -0.1736
C: 3.01092 0.74965 0.14524  -0.1625
N: 4.06446 0.36341 0.53695  0.1548
C: 2.06208 3.54133 0.06547  -0.0927
C: 1.07214 4.73259 0.48889  -0.2188
C: 0.18243 5.02334 -0.62989  -0.2074
C: -0.73615 3.81936 -1.20108  -0.1631
H: -2.25441 -0.39828 2.74053  0.1010
H: -0.52956 -0.92276 3.33113  0.1008
H: -1.90911 -1.80600 3.86187  0.0566
H: -3.21120 -3.26693 0.94271  0.0205
H: -2.99388 -3.55950 2.61316  0.0923
H: -3.72585 -1.95069 2.09635  0.1156
H: 0.51370 -3.06072 1.79210  0.0706
H: -0.77654 -4.18859 1.18609  0.1088
H: -0.55551 -3.73496 2.99048  0.0826
H: -0.09206 -1.35527 0.65152  0.1169
H: -2.15354 -1.48093 -1.34634  0.1010
H: -1.80798 -3.06523 -0.92555  0.1177
H: -0.29481 -4.04917 -2.54789  0.0870
H: 2.29285 -3.52753 -3.35913  0.0663
H: 3.11948 -1.31397 -2.57497  0.1575
H: 2.77730 4.14499 -0.52331  0.1188
H: 2.58317 3.17231 0.96096  0.1069
H: 0.37084 4.47601 1.24140  0.1044
H: 1.70394 5.54755 0.74995  0.1013
H: -0.37799 5.96621 -0.43745  0.1133
H: 0.88484 5.37687 -1.51227  0.1451
H: -1.63960 3.77293 -0.62461  0.1046
H: -1.09451 4.01500 -2.20179  0.1036


DFT (ωB97M-V with the def2-TZVPD basis set) results for an isolated molecule of C18H23N5OS.

Largest force on an atom, hartree/bohr: 0.0074
Spin multiplicity: 1
SMILES: N#Cc1n[nH]/c(=N\C[C@@H]2CC[C@@H](NC(=O)C#CC3CCCCC3)C2)s1
HOMO level, eV: -8.80
Lowest unoccupied orbital energy, Eh: 0.0051

Each line ends with the Löwdin charge.
Cartesian coordinates (Å):
N: -10.53438 1.03828 -1.46767  0.1714
C: -9.56482 0.54912 -1.09773  -0.2190
C: -8.36780 -0.04477 -0.59719  -0.6182
N: -8.09029 -1.28366 -0.76503  0.0576
N: -6.91455 -1.58150 -0.18835  -0.0021
C: -6.20172 -0.56615 0.44504  -0.6319
N: -5.09157 -0.58878 1.03065  0.0300
C: -4.34675 -1.83053 1.13884  -0.2132
C: -3.16101 -1.84900 0.18361  -0.2948
C: -2.37793 -3.17807 0.27387  -0.1502
C: -0.90668 -2.79321 0.13499  -0.1358
C: -0.83483 -1.43462 0.83666  -0.2942
N: 0.37902 -0.68436 0.57646  0.1025
C: 0.69833 -0.11264 -0.61553  -0.5014
O: 0.03731 -0.22638 -1.62881  0.0689
C: 1.96569 0.62152 -0.58405  0.1036
C: 2.99983 1.22742 -0.59529  0.0303
C: 4.26435 1.95990 -0.59848  -0.3326
C: 4.71122 2.32834 0.81978  -0.1694
C: 6.00141 3.14114 0.78181  -0.2046
C: 7.10759 2.40203 0.03580  -0.2115
C: 6.66057 1.97049 -1.35714  -0.2039
C: 5.36611 1.16504 -1.30802  -0.1662
C: -2.14301 -0.72341 0.46142  -0.0920
S: -7.18552 0.90274 0.28373  1.0844
H: -6.58478 -2.52166 -0.30885  0.1412
H: -3.97707 -1.90611 2.16640  0.1237
H: -4.95827 -2.72967 0.97179  0.1073
H: -3.54943 -1.73168 -0.83129  0.1410
H: -2.55510 -3.66038 1.24124  0.1131
H: -2.68815 -3.88531 -0.49546  0.1116
H: -0.22244 -3.52151 0.57320  0.1138
H: -0.63412 -2.67423 -0.91549  0.1173
H: -0.84539 -1.61830 1.91410  0.1513
H: 1.03582 -0.55020 1.32522  0.1382
H: 4.10666 2.89026 -1.15765  0.1544
H: 3.92230 2.88020 1.33346  0.1171
H: 4.87855 1.40624 1.38636  0.1236
H: 5.81039 4.10296 0.29299  0.1157
H: 6.32511 3.36794 1.79980  0.1088
H: 7.99419 3.03583 -0.03773  0.1077
H: 7.40278 1.51730 0.61100  0.1145
H: 6.51350 2.85645 -1.98478  0.1157
H: 7.44457 1.37814 -1.83344  0.1091
H: 5.53701 0.23284 -0.75974  0.1248
H: 5.04443 0.88843 -2.31295  0.1192
H: -1.99739 -0.11836 -0.42940  0.1085
H: -2.47371 -0.04811 1.25187  0.1148


DFT (ωB97M-V with the def2-TZVPD basis set) results for an isolated molecule of C18H23NO5S.

Largest force on an atom, hartree/bohr: 0.0155
Spin multiplicity: 1
SMILES: CC1(C)[C@@H]2CC[C@@]1(CS(=O)(=O)NCc1ccc(C(=O)O)cc1)C(=O)C2
HOMO level, eV: -9.51
Lowest unoccupied orbital energy, Eh: 0.0117

Each line ends with the Löwdin charge.
Cartesian coordinates (Å):
C: 3.30202 -0.09768 -2.12265  -0.0046
C: 3.41984 -0.56388 -0.67077  -0.4377
C: 2.98113 -2.02434 -0.61283  -0.0195
C: 4.81133 -0.33492 -0.03398  -0.2347
C: 4.56604 -0.68599 1.44010  -0.1182
C: 3.15149 -0.13258 1.69806  -0.0839
C: 2.71131 0.39634 0.31212  -0.3604
C: 1.24090 0.70203 0.16590  -0.1238
S: 0.11529 -0.73022 0.23910  0.6324
O: -0.04965 -1.25623 -1.08389  -0.2947
O: 0.47693 -1.61431 1.30578  -0.2824
N: -1.34368 -0.07284 0.66574  -0.1394
C: -2.04648 0.76278 -0.27930  -0.1943
C: -3.53685 0.57716 -0.16345  -0.2023
C: -4.06005 -0.71061 -0.10041  -0.0135
C: -5.42125 -0.91008 0.00690  0.0016
C: -6.28151 0.18582 0.04982  -0.1370
C: -7.74669 0.02325 0.16280  -0.4901
O: -8.53653 0.93384 0.21144  0.1061
O: -8.14066 -1.25955 0.20870  0.1061
C: -5.76019 1.47571 -0.01445  -0.0008
C: -4.39629 1.66770 -0.11702  -0.0231
C: 3.56165 1.65972 0.16694  -0.3570
O: 3.17774 2.79339 0.27502  0.1253
C: 4.97258 1.18342 -0.09217  -0.0501
H: 2.31425 -0.35116 -2.50167  0.0866
H: 4.04086 -0.60586 -2.73881  0.0961
H: 3.43954 0.97553 -2.22931  0.0879
H: 3.71802 -2.63672 -1.13010  0.0986
H: 2.87199 -2.39408 0.39942  0.0793
H: 2.02342 -2.15032 -1.10781  0.0626
H: 5.63057 -0.88676 -0.49124  0.1513
H: 4.61231 -1.76098 1.60175  0.1116
H: 5.31144 -0.22260 2.08642  0.1141
H: 3.15140 0.67006 2.43748  0.1318
H: 2.45706 -0.90097 2.03188  0.0990
H: 0.92826 1.37204 0.96457  0.1191
H: 1.03558 1.16354 -0.79696  0.1185
H: -1.42792 0.17475 1.63673  0.1244
H: -1.78525 1.82468 -0.17039  0.1243
H: -1.71279 0.41542 -1.26217  0.1254
H: -3.37932 -1.54741 -0.13457  0.1181
H: -5.82855 -1.90752 0.05533  0.1173
H: -9.10689 -1.30081 0.28057  0.1332
H: -6.44163 2.31204 0.02112  0.1211
H: -3.99637 2.67024 -0.16509  0.1123
H: 5.31751 1.53970 -1.06288  0.1305
H: 5.65808 1.57930 0.65821  0.1326


DFT (ωB97M-V with the def2-TZVPD basis set) results for C18H24BF4I2IrN5O as an isolated structure.

Largest force on an atom, hartree/bohr: 0.0022
Spin multiplicity: 5
Total charge: +1
<S²>: 6.04
HOMO level (spin up / spin down), eV: -10.43 / -11.55
Lowest unoccupied orbital energy (spin up / spin down), Eh: -0.0852 / -0.2039

Each line ends with the Mulliken spin population.
Cartesian coordinates (Å):
Ir: 0.45757 0.75293 0.18081  2.5836
I: -0.63161 -4.92093 -5.27310  0.0762
C: -0.77814 -3.48647 -3.81015  0.2819
C: -1.94677 -3.39999 -3.03720  -0.0713
C: -2.03930 -2.43948 -2.07304  0.1728
I: -3.76364 -2.27834 -0.94451  0.0223
C: -0.95030 -1.50962 -1.80803  0.1456
O: -1.09260 -0.64997 -0.90855  0.3777
C: 0.24572 -1.63120 -2.62835  0.0682
C: 1.48024 -0.78383 -2.44039  0.0203
N: 1.21454 0.57196 -1.92732  0.0793
C: 2.37835 1.45613 -2.09333  -0.0126
C: 2.11126 2.79166 -1.45216  -0.0094
C: 2.88364 3.90075 -1.76209  0.0107
C: 2.62751 5.09732 -1.11899  -0.0010
C: 1.59726 5.16033 -0.19127  0.0017
C: 0.86792 4.01586 0.05508  0.0010
N: 1.11684 2.85622 -0.56163  0.0876
C: 0.28964 -2.59389 -3.59784  -0.0529
H: -2.76300 -4.08621 -3.21374  0.0002
H: 1.99298 -0.72134 -3.40546  0.0031
H: 2.15891 -1.27769 -1.74678  0.0123
H: 0.44225 0.97424 -2.45412  -0.0049
H: 2.61587 1.59277 -3.15255  0.0034
H: 3.23428 0.98048 -1.61095  -0.0010
H: 3.67701 3.81820 -2.49287  0.0007
H: 3.22262 5.97349 -1.33834  -0.0003
H: 1.36479 6.07629 0.33194  0.0011
H: 0.05468 4.01072 0.76947  0.0001
H: 1.17357 -2.68276 -4.21678  0.0004
C: 0.59650 -1.03420 3.27444  0.0153
N: -0.75566 -1.15372 2.72694  0.0419
C: -1.25058 -2.51578 2.58845  0.0012
C: -1.44516 -0.08933 2.29631  -0.0125
N: -0.78452 0.96609 1.79860  0.0575
N: -2.79039 -0.09772 2.35816  0.0086
C: -3.57523 0.80867 1.53362  -0.0030
C: -3.52533 -0.79834 3.40332  -0.0005
H: 0.61669 -1.53334 4.24423  0.0004
H: 0.85008 0.01264 3.40808  -0.0006
H: 1.32299 -1.49952 2.61373  0.0028
H: -0.46376 -3.11267 2.12460  0.0009
H: -2.12508 -2.53377 1.94281  0.0037
H: -1.49792 -2.96420 3.55254  0.0006
H: -1.30865 1.82583 1.88503  -0.0042
H: -3.07247 0.97476 0.58313  -0.0043
H: -3.75294 1.76497 2.03441  0.0016
H: -4.54044 0.34549 1.33453  0.0008
H: -2.84269 -1.15163 4.17017  0.0003
H: -4.08697 -1.64420 3.00226  0.0005
H: -4.22671 -0.10134 3.86349  0.0004
F: 3.92904 -1.02827 -0.46179  -0.0004
B: 3.13022 -0.84901 0.65563  0.0222
F: 2.75170 0.57259 0.68287  0.0560
F: 3.71277 -1.18827 1.83707  0.0008
F: 1.89243 -1.54333 0.46963  0.0134


DFT (ωB97M-V with the def2-TZVPD basis set) results for C18H24Br2N3ORhS2 as an isolated structure at a distorted geometry.

Largest force on an atom, hartree/bohr: 0.0537
Spin multiplicity: 1
HOMO level, eV: -7.30
Lowest unoccupied orbital energy, Eh: -0.0343

Each line ends with the Löwdin charge.
Cartesian coordinates (Å):
Rh: -0.30332 -0.38698 1.95659  0.6334
Br: 2.86457 0.87402 2.55178  0.5021
C: 1.09924 0.60492 3.29342  -0.7842
Br: -1.89558 -0.18799 3.96857  0.1061
H: 0.69510 1.58938 3.50547  -0.0376
H: 1.22154 0.02942 4.20492  -0.0394
S: 2.22587 -4.20802 3.05102  1.0308
C: 0.63094 -4.35637 3.67617  -0.3803
C: -0.07072 -3.22710 3.42128  -0.2571
N: 0.62576 -2.26256 2.73760  -0.1346
C: 1.84703 -2.63399 2.48828  -0.5031
H: 0.32046 -5.24776 4.19378  0.0676
H: -1.09119 -3.03353 3.71625  0.0723
H: 2.57887 -2.02703 1.97959  -0.0028
C: -0.60627 1.21412 0.90399  -0.2018
C: -0.89363 2.26301 0.35878  -0.1061
C: -1.24855 3.49423 -0.26657  -0.2615
C: -2.29371 4.26163 0.26136  -0.0405
C: -2.65353 5.45840 -0.33381  -0.0919
C: -1.98395 5.91151 -1.46224  -0.1043
C: -0.94712 5.15735 -1.99275  -0.0970
C: -0.57836 3.95956 -1.40295  -0.0497
H: -2.81267 3.90724 1.14222  0.1133
H: -3.46443 6.04108 0.08488  0.1001
H: -2.26874 6.84732 -1.92539  0.0966
H: -0.42215 5.50444 -2.87407  0.0980
H: 0.23673 3.37735 -1.81230  0.1007
C: -3.45752 -0.04466 0.79860  -0.0800
O: -2.64334 -1.04917 0.19165  -0.0983
C: -1.61356 -1.54225 0.80632  -0.2705
C: -1.11744 -2.68004 -0.02123  -0.0680
H: -3.84232 0.57206 -0.01041  0.0991
H: -2.88986 0.57525 1.48694  -0.0005
H: -4.27828 -0.52471 1.32913  0.0960
H: -1.96504 -3.22696 -0.44649  0.0888
H: -0.50249 -3.36502 0.55740  0.0610
H: -0.51429 -2.28915 -0.84170  0.0583
C: 1.59719 -0.05096 -4.24938  -0.0781
N: 1.43060 -0.15329 -2.81462  -0.0522
C: 2.00856 -1.08027 -2.02882  -0.8247
S: 1.93562 -0.91117 -0.36195  0.6678
N: 2.61205 -2.11412 -2.64918  -0.0422
C: 3.30746 -3.18833 -1.96676  -0.0911
H: 1.03310 0.80671 -4.60320  0.0896
H: 1.21414 -0.93966 -4.75728  0.0862
H: 2.64688 0.09190 -4.52471  0.0904
H: 1.01879 0.61830 -2.31651  0.1108
H: 2.77215 -2.03914 -3.64035  0.1155
H: 2.93584 -3.24825 -0.94895  0.0395
H: 4.38431 -3.01068 -1.93439  0.0889
H: 3.11527 -4.13007 -2.47993  0.0847